Record 1
{"formula": "C43H38F7NO5P", "method": "the ωB97M-V functional and the def2-TZVPD basis", "lumo_energy_ev": 2.44, "charge": -1, "e_tot_ha": -3132.74648, "species": ["O", "N", "O", "C", "P", "O", "O", "O", "H", "H", "H", "F", "C", "C", "C", "C", "C", "C", "H", "H", "H", "H", "H", "F", "C", "C", "C", "C", "C", "C", "H", "H", "H", "H", "H", "F", "C", "C", "C", "C", "C", "C", "H", "H", "H", "H", "H", "F", "C", "C", "C", "C", "C", "C", "H", "H", "H", "H", "H", "F", "C", "C", "C", "C", "C", "C", "H", "H", "H", "H", "H", "F", "C", "C", "C", "C", "C", "C", "H", "H", "H", "H", "H", "F", "C", "C", "C", "C", "C", "C", "H", "H", "H", "H", "H"], "positions_angstrom": [[-0.332, -0.449, 4.063], [-0.408, 0.693, 4.380], [-0.794, 1.577, 3.416], [-1.410, 1.060, 2.208], [-0.367, 1.057, 0.859], [-0.961, 1.496, -0.420], [0.297, -0.415, 0.671], [1.013, 1.840, 1.143], [-2.212, 1.746, 1.957], [-0.432, -0.985, 0.409], [1.677, 1.235, 1.492], [2.219, -0.547, -3.621], [2.131, 0.805, -3.509], [1.496, 1.317, -2.401], [1.364, 2.693, -2.297], [1.887, 3.519, -3.283], [2.533, 2.972, -4.384], [2.652, 1.595, -4.514], [1.093, 0.663, -1.641], [0.848, 3.093, -1.435], [1.793, 4.593, -3.191], [2.945, 3.618, -5.149], [3.144, 1.140, -5.364], [-3.556, -1.637, -2.435], [-2.713, -1.961, -3.443], [-3.093, -2.960, -4.317], [-2.232, -3.287, -5.355], [-1.022, -2.623, -5.497], [-0.668, -1.627, -4.596], [-1.519, -1.282, -3.555], [-4.040, -3.466, -4.181], [-2.512, -4.065, -6.054], [-0.352, -2.884, -6.306], [0.274, -1.107, -4.695], [-1.268, -0.503, -2.844], [-8.948, -3.501, -3.996], [-8.242, -3.569, -2.844], [-6.979, -3.015, -2.804], [-6.260, -3.088, -1.619], [-6.811, -3.709, -0.506], [-8.084, -4.257, -0.576], [-8.815, -4.190, -1.754], [-6.572, -2.536, -3.685], [-5.271, -2.657, -1.572], [-6.247, -3.762, 0.416], [-8.515, -4.741, 0.291], [-9.810, -4.606, -1.833], [2.563, -0.467, 2.403], [3.438, -1.382, 1.947], [3.220, -1.964, 0.716], [4.131, -2.914, 0.276], [5.219, -3.272, 1.063], [5.404, -2.672, 2.301], [4.512, -1.709, 2.747], [2.357, -1.667, 0.134], [3.985, -3.379, -0.690], [5.918, -4.020, 0.713], [6.242, -2.954, 2.927], [4.627, -1.223, 3.706], [4.450, 5.492, -2.959], [4.937, 5.470, -1.699], [6.092, 6.178, -1.431], [6.592, 6.159, -0.137], [5.942, 5.440, 0.856], [4.783, 4.737, 0.554], [4.267, 4.747, -0.733], [6.581, 6.728, -2.223], [7.495, 6.710, 0.094], [6.336, 5.428, 1.864], [4.270, 4.174, 1.323], [3.366, 4.205, -0.985], [-4.000, 3.054, 2.349], [-4.621, 3.352, 1.197], [-4.608, 4.656, 0.746], [-5.251, 4.949, -0.447], [-5.891, 3.949, -1.166], [-5.883, 2.645, -0.689], [-5.243, 2.335, 0.501], [-4.096, 5.415, 1.322], [-5.244, 5.965, -0.821], [-6.385, 4.183, -2.100], [-6.370, 1.859, -1.251], [-5.203, 1.325, 0.886], [5.757, -2.931, 6.157], [4.502, -3.335, 6.465], [4.303, -4.645, 6.847], [3.012, -5.051, 7.154], [1.954, -4.156, 7.070], [2.185, -2.844, 6.681], [3.472, -2.422, 6.381], [5.142, -5.326, 6.895], [2.833, -6.075, 7.454], [0.948, -4.482, 7.299], [1.364, -2.144, 6.598], [3.674, -1.405, 6.074]], "forces_ev_per_a": [[-0.2, 0.2, -0.2], [0.3, 0.1, 0.0], [-0.3, -0.5, 0.4], [0.0, 0.4, -0.1], [-0.2, 0.2, 0.0], [-0.4, 0.1, -0.5], [0.3, -0.5, -0.3], [0.5, 0.1, 0.1], [-0.1, 0.0, 0.3], [0.0, -0.3, 0.2], [0.1, 0.0, 0.1], [0.2, 0.0, -0.1], [-0.1, 0.0, 0.0], [0.0, -0.1, 0.1], [0.1, 0.1, 0.0], [0.0, 0.0, 0.0], [0.0, 0.0, 0.0], [0.1, 0.0, 0.0], [-0.1, 0.0, 0.0], [-0.1, 0.0, 0.0], [0.0, 0.0, 0.0], [0.0, 0.0, 0.0], [0.0, 0.0, 0.0], [0.1, 0.0, -0.1], [0.0, 0.0, 0.0], [0.0, 0.0, 0.0], [0.0, 0.0, 0.0], [0.0, 0.0, 0.0], [-0.1, 0.0, 0.0], [0.1, 0.1, 0.0], [0.0, 0.0, 0.0], [0.0, 0.0, 0.0], [0.0, 0.0, 0.0], [0.0, 0.0, 0.0], [0.0, 0.0, 0.0], [0.0, 0.0, 0.0], [0.0, 0.0, 0.0], [0.0, 0.0, 0.0], [0.0, 0.0, 0.1], [0.0, 0.0, 0.0], [0.0, 0.0, 0.0], [0.0, 0.0, 0.0], [0.0, 0.0, 0.0], [0.0, 0.0, 0.0], [0.0, 0.0, 0.0], [0.0, 0.0, 0.0], [0.0, 0.0, 0.0], [0.1, 0.2, 0.1], [0.0, -0.1, 0.0], [0.0, 0.0, -0.1], [0.0, 0.0, 0.0], [0.0, 0.0, 0.0], [0.0, 0.0, -0.1], [0.0, 0.0, 0.1], [0.0, 0.0, 0.0], [0.0, 0.0, 0.0], [0.0, 0.0, 0.0], [0.0, 0.0, 0.0], [0.0, 0.0, 0.0], [0.0, 0.0, 0.0], [0.0, 0.0, 0.0], [0.0, 0.0, 0.0], [0.0, 0.0, 0.0], [0.0, 0.0, 0.0], [0.0, 0.0, 0.0], [-0.1, 0.0, 0.0], [0.0, 0.0, 0.0], [0.0, 0.0, 0.0], [0.0, 0.0, 0.0], [0.0, 0.0, 0.0], [0.0, 0.0, 0.0], [-0.1, 0.2, 0.1], [0.0, -0.1, 0.0], [0.0, 0.0, 0.0], [0.0, 0.0, 0.0], [0.0, 0.0, 0.0], [0.0, 0.0, 0.0], [0.0, 0.0, 0.0], [0.0, 0.0, 0.0], [0.0, 0.0, 0.0], [0.0, 0.0, 0.0], [0.0, 0.0, 0.0], [0.0, 0.0, 0.0], [0.0, 0.0, 0.0], [0.0, 0.0, 0.0], [0.0, 0.0, 0.0], [0.0, 0.0, 0.0], [0.0, 0.0, 0.0], [0.0, 0.0, 0.0], [0.0, 0.1, -0.1], [0.0, 0.0, 0.0], [0.0, 0.0, 0.0], [0.0, 0.0, 0.0], [0.0, 0.0, 0.0], [0.0, 0.0, 0.0]]}

Record 2
{"formula": "C51H45N4O6PSn", "method": "the ωB97M-V functional and the def2-TZVPD basis", "relative_energy_kcal_mol": 104.4, "lumo_energy_ev": 0.16, "e_tot_ha": -3196.47061, "species": ["Sn", "O", "C", "C", "C", "C", "C", "C", "C", "O", "N", "N", "C", "C", "C", "C", "C", "C", "N", "H", "H", "H", "H", "H", "H", "H", "H", "H", "H", "O", "C", "C", "O", "O", "C", "C", "C", "C", "C", "C", "C", "C", "C", "C", "C", "C", "H", "H", "H", "H", "H", "H", "H", "H", "H", "H", "H", "C", "C", "C", "C", "C", "O", "C", "N", "C", "C", "C", "C", "C", "C", "P", "C", "C", "C", "C", "C", "C", "C", "C", "C", "C", "C", "C", "H", "H", "H", "H", "H", "H", "H", "H", "H", "H", "H", "H", "H", "H", "H", "H", "H", "H", "H", "H", "H", "H", "H", "H"], "positions_angstrom": [[0.526, -0.438, -0.019], [1.529, 5.216, -1.169], [1.436, 4.969, -2.523], [1.517, 6.041, -3.403], [1.433, 5.862, -4.769], [1.246, 4.574, -5.252], [1.158, 3.510, -4.376], [1.275, 3.653, -2.973], [1.246, 2.409, -2.192], [0.826, 2.416, -0.743], [1.377, 1.226, -2.683], [1.227, 0.103, -2.091], [1.513, -1.052, -2.856], [1.515, -2.260, -2.238], [1.877, -3.495, -2.905], [1.955, -4.652, -2.211], [1.650, -4.683, -0.806], [1.270, -3.521, -0.219], [1.175, -2.336, -0.882], [1.724, 6.150, -1.047], [1.666, 7.037, -2.995], [1.511, 6.710, -5.438], [1.157, 4.395, -6.317], [1.008, 2.509, -4.757], [1.791, -0.935, -3.893], [2.093, -3.456, -3.966], [2.251, -5.565, -2.716], [1.709, -5.596, -0.229], [0.998, -3.494, 0.834], [1.133, 0.038, 2.830], [2.530, 0.245, 3.097], [3.291, 0.047, 1.758], [4.512, -0.019, 1.839], [2.610, 0.024, 0.667], [2.753, 1.691, 3.581], [4.034, 2.238, 3.682], [4.212, 3.550, 4.098], [3.120, 4.344, 4.428], [1.844, 3.806, 4.349], [1.664, 2.490, 3.928], [2.951, -0.796, 4.143], [2.551, -0.608, 5.467], [2.775, -1.588, 6.425], [3.411, -2.771, 6.070], [3.818, -2.962, 4.756], [3.588, -1.984, 3.796], [0.724, -0.260, 3.649], [4.887, 1.624, 3.423], [5.215, 3.955, 4.165], [3.262, 5.370, 4.746], [0.981, 4.407, 4.615], [0.659, 2.094, 3.858], [2.076, 0.325, 5.756], [2.460, -1.426, 7.450], [3.596, -3.535, 6.816], [4.318, -3.883, 4.475], [3.918, -2.140, 2.777], [1.962, 2.620, 0.198], [-0.478, 3.107, -0.435], [-0.842, 2.845, 1.009], [-1.527, 2.596, -1.414], [-2.761, 3.511, -1.492], [-3.862, 2.588, -1.391], [-3.322, 1.360, -1.120], [-2.065, 1.287, -1.058], [-4.317, 0.264, -0.970], [-5.660, 0.648, -0.902], [-6.668, -0.292, -0.820], [-6.346, -1.640, -0.819], [-5.020, -2.029, -0.886], [-3.981, -1.102, -0.952], [-2.233, -1.744, -0.999], [-2.280, -2.724, -2.541], [-3.022, -2.239, -3.625], [-2.940, -2.847, -4.868], [-2.108, -3.944, -5.053], [-1.349, -4.416, -3.992], [-1.425, -3.808, -2.746], [-2.289, -2.970, 0.373], [-2.588, -4.327, 0.253], [-2.557, -5.157, 1.367], [-2.228, -4.645, 2.615], [-1.943, -3.293, 2.753], [-1.973, -2.464, 1.639], [1.656, 2.244, 1.169], [2.227, 3.665, 0.217], [2.762, 1.995, -0.180], [-0.322, 4.166, -0.606], [-0.893, 1.774, 1.211], [-1.828, 3.279, 1.191], [-0.143, 3.314, 1.701], [-1.061, 2.509, -2.393], [-2.831, 4.047, -2.433], [-2.823, 4.227, -0.670], [-5.901, 1.702, -0.923], [-7.701, 0.026, -0.770], [-7.128, -2.389, -0.764], [-4.780, -3.085, -0.887], [-3.673, -1.380, -3.491], [-3.525, -2.462, -5.695], [-2.040, -4.417, -6.026], [-0.677, -5.254, -4.133], [-0.790, -4.169, -1.943], [-2.836, -4.745, -0.715], [-2.789, -6.210, 1.258], [-2.191, -5.298, 3.480], [-1.684, -2.892, 3.726], [-1.754, -1.406, 1.744]], "forces_ev_per_a": [[0.4, -0.3, 0.0], [0.0, -0.1, 0.0], [0.0, 0.0, 0.1], [0.0, 0.1, 0.0], [0.0, -0.1, 0.0], [0.0, -0.1, -0.1], [0.0, -0.1, 0.2], [-0.1, -0.3, -0.3], [0.0, -0.2, 0.3], [0.0, 0.9, -0.3], [0.2, 0.5, -0.6], [-0.2, -0.4, 0.4], [0.0, 0.1, 0.1], [0.1, 0.0, 0.0], [0.0, -0.1, 0.1], [0.0, 0.1, 0.0], [0.0, -0.1, -0.1], [-0.1, 0.1, 0.0], [-0.1, 0.2, 0.1], [0.0, 0.1, 0.0], [0.0, 0.0, 0.0], [0.0, 0.0, 0.0], [0.0, 0.0, 0.1], [0.0, 0.0, 0.0], [0.0, 0.1, 0.0], [0.0, 0.0, 0.1], [0.0, 0.0, 0.0], [0.0, 0.0, 0.0], [0.0, 0.0, -0.1], [0.1, 0.1, 0.1], [-0.1, -0.1, 0.1], [0.3, 0.0, -0.2], [-0.3, 0.1, -0.2], [0.1, -0.5, 0.3], [-0.1, 0.0, 0.0], [0.0, -0.1, 0.0], [0.0, 0.0, 0.0], [-0.1, 0.0, 0.0], [0.0, -0.1, 0.0], [0.0, 0.1, 0.0], [-0.1, 0.1, 0.0], [0.1, 0.0, 0.0], [0.0, -0.1, -0.1], [0.0, 0.1, 0.0], [0.0, 0.0, 0.0], [0.0, 0.0, 0.0], [0.0, -0.1, 0.0], [0.0, 0.0, 0.0], [0.0, 0.0, 0.0], [0.0, -0.1, 0.0], [0.0, 0.0, 0.0], [0.0, 0.0, 0.0], [0.0, 0.0, 0.0], [0.0, 0.0, 0.0], [0.0, 0.0, -0.1], [0.0, 0.1, 0.0], [0.0, 0.0, 0.1], [0.0, 0.1, 0.1], [-0.2, -0.3, 0.3], [0.1, 0.1, 0.1], [0.1, -0.1, 0.0], [-0.1, -0.2, 0.1], [0.0, 0.1, -0.1], [-0.4, 0.0, 0.0], [0.4, -0.1, -0.1], [0.0, 0.0, 0.0], [0.1, 0.1, 0.0], [0.0, 0.0, 0.0], [-0.1, 0.0, 0.0], [0.1, 0.0, 0.0], [0.1, 0.1, 0.1], [0.0, -0.2, -0.1], [-0.1, 0.1, -0.1], [0.0, -0.1, 0.1], [0.0, 0.0, 0.0], [0.0, 0.0, 0.0], [0.0, 0.0, 0.0], [0.0, 0.1, 0.0], [-0.1, 0.0, 0.0], [0.0, 0.0, 0.0], [0.0, 0.0, 0.0], [0.0, 0.0, 0.0], [0.0, 0.0, -0.1], [-0.1, 0.0, -0.1], [-0.1, 0.1, -0.1], [-0.1, 0.2, 0.0], [-0.1, 0.1, -0.1], [0.2, 0.1, -0.1], [0.0, 0.1, 0.0], [0.0, 0.0, 0.0], [0.0, 0.0, 0.0], [0.0, 0.0, -0.1], [-0.1, 0.0, -0.1], [0.0, 0.0, 0.0], [0.0, -0.1, 0.0], [0.0, 0.0, 0.0], [0.0, 0.0, 0.0], [0.0, 0.0, 0.0], [0.0, -0.1, 0.0], [0.0, 0.0, 0.0], [0.0, 0.0, 0.0], [0.0, 0.0, 0.0], [-0.1, 0.0, 0.0], [0.0, 0.0, 0.0], [0.0, 0.0, 0.0], [0.0, 0.0, 0.0], [0.0, 0.0, 0.0], [0.0, 0.0, 0.0]]}

Record 3
{"formula": "C20H33N3O3S2", "method": "the ωB97M-V functional and the def2-TZVPD basis", "relative_energy_kcal_mol": 4.5, "lumo_energy_ev": 0.19, "smiles": "CC(C)CCCCCCNC(=S)Nc1ccc(S(=O)(=O)N2CCOCC2)cc1", "e_tot_ha": -1968.25828, "species": ["C", "C", "C", "C", "C", "C", "C", "C", "C", "N", "C", "S", "N", "C", "C", "C", "C", "S", "O", "O", "N", "C", "C", "O", "C", "C", "C", "C", "H", "H", "H", "H", "H", "H", "H", "H", "H", "H", "H", "H", "H", "H", "H", "H", "H", "H", "H", "H", "H", "H", "H", "H", "H", "H", "H", "H", "H", "H", "H", "H", "H"], "positions_angstrom": [[8.415, 1.401, 0.480], [7.526, 2.603, 0.170], [8.210, 3.888, 0.634], [6.153, 2.487, 0.841], [5.311, 1.286, 0.407], [4.974, 1.298, -1.083], [3.881, 0.297, -1.455], [4.319, -1.157, -1.281], [3.267, -2.147, -1.786], [2.038, -2.075, -1.029], [1.846, -2.786, 0.097], [2.864, -3.975, 0.622], [0.745, -2.509, 0.867], [-0.322, -1.654, 0.642], [-0.931, -1.050, 1.749], [-1.983, -0.175, 1.576], [-2.444, 0.096, 0.300], [-3.779, 1.252, 0.041], [-3.425, 2.141, -1.026], [-4.141, 1.821, 1.311], [-4.952, 0.203, -0.549], [-5.647, -0.542, 0.483], [-6.799, 0.277, 1.076], [-7.669, 0.735, 0.063], [-6.981, 1.541, -0.870], [-5.854, 0.755, -1.543], [-1.886, -0.525, -0.801], [-0.833, -1.404, -0.637], [8.002, 0.486, 0.064], [8.519, 1.276, 1.556], [9.406, 1.546, 0.056], [7.386, 2.665, -0.914], [9.174, 4.009, 0.144], [8.374, 3.864, 1.709], [7.598, 4.757, 0.401], [5.589, 3.400, 0.632], [6.301, 2.434, 1.923], [4.378, 1.307, 0.977], [5.829, 0.363, 0.664], [4.634, 2.300, -1.357], [5.869, 1.079, -1.668], [3.599, 0.456, -2.500], [3.001, 0.498, -0.838], [5.243, -1.326, -1.836], [4.514, -1.369, -0.229], [3.646, -3.167, -1.695], [3.026, -1.945, -2.833], [1.512, -1.219, -1.131], [0.786, -2.947, 1.779], [-0.560, -1.266, 2.740], [-2.450, 0.320, 2.413], [-4.922, -0.795, 1.257], [-6.033, -1.461, 0.029], [-7.407, -0.336, 1.744], [-6.381, 1.129, 1.629], [-7.725, 1.864, -1.600], [-6.551, 2.419, -0.364], [-5.264, 1.404, -2.189], [-6.266, -0.078, -2.122], [-2.288, -0.310, -1.778], [-0.435, -1.929, -1.491]], "forces_ev_per_a": [[-0.2, 0.2, -0.2], [0.0, 0.1, 0.3], [-0.1, -0.2, -0.2], [0.1, -0.2, -0.2], [0.1, 0.3, -0.1], [-0.3, -0.1, 0.2], [0.4, -0.1, -0.1], [-0.4, 0.1, -0.1], [0.5, -0.1, -0.1], [-0.4, 0.3, 0.2], [0.0, -0.1, 0.0], [0.4, -0.4, 0.2], [0.0, -0.1, 0.2], [-0.4, 0.5, -0.1], [0.1, -0.1, -0.2], [-0.1, 0.1, 0.0], [-0.4, 0.4, 0.1], [0.2, -0.6, -0.1], [0.0, -0.1, -0.2], [0.1, -0.2, 0.1], [0.8, 0.6, 0.2], [-0.4, -0.1, 0.5], [0.2, -0.2, 0.2], [-0.2, -0.1, -0.1], [0.1, 0.0, -0.3], [-0.3, 0.5, -0.2], [0.1, 0.0, 0.0], [0.0, 0.0, 0.0], [0.0, -0.2, 0.0], [0.0, 0.0, 0.2], [0.1, 0.0, 0.0], [0.0, 0.0, 0.0], [0.1, 0.1, 0.0], [0.0, 0.0, 0.2], [0.0, 0.1, 0.0], [0.0, 0.1, 0.1], [0.0, 0.1, 0.1], [0.0, -0.1, 0.0], [0.0, -0.1, 0.1], [0.1, 0.1, 0.0], [0.1, 0.1, -0.1], [-0.1, 0.0, 0.0], [-0.1, 0.0, 0.0], [0.1, 0.0, 0.0], [0.1, -0.1, 0.0], [-0.1, 0.1, -0.1], [0.0, 0.0, 0.0], [0.0, -0.1, 0.0], [0.1, 0.0, -0.2], [0.1, 0.0, 0.1], [0.0, 0.0, 0.1], [-0.1, -0.2, 0.1], [0.1, 0.0, 0.1], [0.1, 0.0, 0.0], [-0.1, -0.1, 0.0], [0.1, 0.1, 0.0], [-0.1, 0.0, -0.1], [-0.2, 0.0, -0.2], [0.1, 0.1, 0.0], [0.0, -0.1, -0.2], [0.0, 0.0, -0.1]]}

Record 4
{"formula": "C3H8N2OS", "method": "the ωB97M-V functional and the def2-TZVPD basis", "relative_energy_kcal_mol": 32.4, "lumo_energy_ev": 0.69, "smiles": "NC(=O)NCCS", "e_tot_ha": -702.02592, "species": ["N", "C", "O", "N", "C", "C", "S", "H", "H", "H", "H", "H", "H", "H", "H"], "positions_angstrom": [[0.354, 0.924, 2.184], [0.764, 0.761, 0.862], [0.871, 1.683, 0.127], [0.878, -0.623, 0.604], [0.300, -1.058, -0.785], [-1.186, -0.475, -0.938], [-1.372, 0.501, -2.578], [0.489, 1.878, 2.530], [0.621, 0.158, 2.733], [0.825, -1.415, 1.194], [0.982, -0.603, -1.617], [0.145, -2.167, -0.686], [-1.905, -1.204, -1.274], [-1.372, 0.192, -0.127], [-0.394, 1.449, -2.229]], "forces_ev_per_a": [[0.2, 1.7, -1.0], [-1.0, -2.6, 3.4], [0.3, 0.7, -2.1], [-0.5, 0.5, -4.9], [-0.1, 1.4, 0.9], [2.1, 0.5, -2.9], [1.5, 0.8, 1.6], [0.0, -0.8, 0.1], [0.2, -0.7, 1.4], [-0.2, 0.3, 1.4], [-1.3, -1.5, 1.5], [1.0, 1.0, -0.7], [-0.4, -0.6, 1.2], [-0.9, 0.1, 0.5], [-1.0, -0.9, -0.5]]}